# 1
A structure of composition C25H33BN2O6Pd, computed with ωB97M-V/def2-TZVPD.

As for the gap between HOMO and LUMO: 0.1383 Ha. The value obtained for the energy above the lowest of the compared OMol25 structures with the same formula, charge and spin is 10.91 kcal/mol. Its molar mass is 574.78 g mol⁻¹. As for the HOMO energy: 0.2 eV. The net charge is -2.

XYZ file:
```
68
Properties=species:S:1:pos:R:3:forces:R:3
Pd 0.275973 -1.264098 -0.396619 -0.19 -0.24 0.04
C -0.656656 4.564580 2.430634 0.00 0.00 0.00
O 0.625898 4.753994 1.889030 0.01 -0.01 -0.01
C 1.040459 3.833958 0.938922 -0.07 -0.02 0.03
C 2.313664 4.044670 0.415266 0.06 0.00 -0.03
C 2.774419 3.144904 -0.540118 0.00 0.07 0.02
C 2.024126 2.067021 -0.972229 0.08 0.04 -0.21
C 2.589994 1.150719 -2.024772 -0.13 -0.02 -0.16
C 3.226119 -0.113410 -1.525527 -0.01 -0.01 -0.03
O 2.553510 1.426659 -3.212149 0.10 0.04 0.31
C 0.714038 1.843809 -0.457093 -0.04 0.03 0.05
O -0.048823 0.900472 -0.864791 0.08 -0.07 -0.01
C 0.260496 2.773337 0.526241 0.02 0.06 0.01
H -0.808175 5.367810 3.151817 0.00 0.00 0.00
H -0.744031 3.599888 2.940733 0.00 0.00 0.00
H -1.434745 4.619369 1.661802 0.00 0.00 0.00
H 2.906740 4.885251 0.750527 0.00 0.00 0.00
H 3.760415 3.301663 -0.969652 0.00 -0.02 0.00
H 3.942800 0.120859 -0.734733 0.01 -0.01 0.00
H 3.696204 -0.660198 -2.341741 0.03 0.02 -0.02
H 2.446366 -0.754962 -1.070513 -0.03 0.05 0.01
H -0.728073 2.595336 0.926177 0.00 -0.01 0.00
C -3.092238 0.549348 -4.254156 -0.07 -0.03 0.01
N -3.388887 0.375492 -2.847683 -0.02 0.09 -0.01
C -2.704683 -0.738003 -2.189684 0.00 0.01 -0.02
C -3.222842 -0.933746 -0.783145 0.03 0.00 0.00
C -3.177811 0.393754 -0.063003 -0.04 0.00 -0.05
N -3.949241 1.395465 -0.806457 0.10 -0.01 0.07
C -4.137129 2.650869 -0.112599 -0.01 -0.01 0.02
C -3.862171 1.474878 -2.179164 -0.03 -0.06 -0.15
O -4.254219 2.474802 -2.788075 0.00 0.02 0.04
H -3.831631 1.205090 -4.706147 -0.01 -0.02 0.00
H -3.120743 -0.430062 -4.735573 0.00 0.01 -0.01
H -2.101416 0.983934 -4.420296 0.05 -0.02 0.07
H -1.621311 -0.573249 -2.156581 -0.01 0.03 0.01
H -2.880837 -1.636543 -2.789076 0.01 0.02 0.00
H -2.558560 -1.638599 -0.276554 -0.02 -0.02 0.00
H -4.246204 -1.324103 -0.797672 -0.01 0.00 0.00
H -2.132336 0.705151 0.042418 0.00 0.00 0.01
H -3.626916 0.310525 0.930849 0.01 0.00 0.00
H -4.517600 2.440404 0.889623 0.00 0.01 -0.01
H -4.848139 3.270931 -0.651057 0.01 -0.01 -0.01
H -3.195763 3.206630 -0.015242 0.01 0.00 0.00
C 1.141076 -9.485187 -1.673802 0.00 0.00 0.00
C 1.208455 -9.211759 -0.164453 0.00 0.00 0.00
C 0.457351 -10.336472 0.549021 0.00 0.00 0.00
C 2.674950 -9.263250 0.287624 0.00 0.00 0.00
C 0.624256 -7.830537 0.138535 0.00 0.01 -0.01
C -0.463992 -7.645908 0.979930 -0.01 -0.01 0.00
C -0.986508 -6.370002 1.252206 0.00 0.01 0.01
C -0.390564 -5.281669 0.660448 0.01 -0.04 0.01
O -0.687032 -3.979261 0.761657 -0.01 0.02 -0.02
B 0.257617 -3.199936 -0.074619 0.04 0.10 0.02
O 1.114642 -4.260087 -0.648365 0.02 -0.03 0.02
C 0.706750 -5.452791 -0.194490 0.01 0.04 0.01
C 1.219163 -6.701391 -0.460373 -0.01 -0.02 0.01
H 1.564990 -10.467660 -1.906347 0.00 0.00 0.00
H 1.693281 -8.733479 -2.237916 0.00 0.00 0.00
H 0.105248 -9.462733 -2.018032 0.00 0.00 0.00
H 0.911288 -11.298481 0.294647 0.00 0.00 0.00
H -0.591889 -10.367259 0.249409 0.00 0.00 0.00
H 0.499754 -10.219240 1.633533 0.00 0.00 0.00
H 3.113889 -10.241503 0.064931 0.00 0.00 0.00
H 2.747351 -9.085964 1.362540 0.00 0.00 0.00
H 3.269280 -8.499606 -0.214263 0.00 0.00 0.00
H -0.938335 -8.497326 1.450240 0.00 0.00 0.00
H -1.835306 -6.244467 1.913336 0.00 0.00 0.00
H 2.071447 -6.793530 -1.123534 0.00 0.01 0.00
```
Forces are in eV/Å.

Atomic partial charges in e from the Löwdin method, atoms 1 to 2: Pd 0.37; C -0.13

---

# 2
A structure of composition C25H33BrGeInN11O2Se, computed with ωB97M-V/def2-TZVPD.

As for the gap between HOMO and LUMO: 0.2851 Ha. Its molar mass is 865.91 g mol⁻¹. As for the HOMO energy: -7.7 eV.

XYZ file:
```
75
Properties=species:S:1:pos:R:3:forces:R:3
In 0.929877 1.551969 0.030574 -0.04 -0.13 -0.04
O 0.753048 0.742944 -2.414202 -0.38 0.10 -0.14
C 0.531257 1.732746 -3.395572 -0.09 -0.01 0.10
C 0.411258 3.128034 -2.827973 0.07 0.00 0.05
C 0.075225 4.177925 -3.674182 -0.03 0.04 -0.08
C 0.002476 5.459229 -3.168545 0.02 0.01 0.01
C 0.282254 5.667490 -1.822795 -0.01 -0.02 -0.05
C 0.613051 4.577827 -1.048231 0.02 -0.08 -0.09
N 0.670069 3.326305 -1.539341 0.09 0.17 0.22
H -0.121945 0.366143 -2.174643 -0.03 -0.02 -0.21
H -0.368121 1.521123 -3.977822 -0.02 -0.06 0.00
H 1.376376 1.732521 -4.087109 0.05 -0.11 0.02
H -0.126168 3.973808 -4.719986 -0.01 0.02 0.07
H -0.264463 6.288252 -3.811411 0.00 -0.01 0.01
H 0.237877 6.651932 -1.378770 0.02 -0.02 -0.01
H 0.837933 4.691121 0.004454 -0.02 -0.04 0.00
Br 3.563699 2.895961 0.148128 0.10 0.20 0.01
C 4.426555 1.217829 0.376147 -0.18 -0.04 -0.05
C 5.752651 1.269158 0.668944 0.14 -0.04 0.02
C 6.481074 0.068572 0.800674 0.05 0.01 0.02
C 5.853661 -1.124527 0.613907 -0.04 -0.04 0.00
C 4.468522 -1.185661 0.310459 0.00 0.03 -0.02
C 3.839243 -2.436172 0.105032 0.08 -0.03 0.01
C 2.512466 -2.508586 -0.193083 -0.11 0.01 -0.05
C 1.739447 -1.329117 -0.268820 0.16 0.09 0.14
C 2.295885 -0.089735 -0.061223 0.18 0.14 0.18
C 3.694994 0.006887 0.203244 -0.03 -0.15 -0.01
H 6.246549 2.225153 0.790002 -0.03 -0.07 -0.01
H 7.536965 0.110940 1.038525 -0.05 -0.01 -0.02
H 6.405582 -2.054380 0.694827 -0.03 0.02 -0.01
H 4.440034 -3.336041 0.185606 -0.03 0.04 0.00
H 2.043312 -3.473080 -0.354298 -0.01 0.06 -0.01
H 0.674600 -1.423216 -0.454848 -0.04 -0.04 0.02
N -2.082298 2.768761 1.493568 0.16 -0.24 -0.06
C -2.218716 1.854650 0.466872 -0.06 0.21 0.23
N -3.385016 1.391150 0.055777 -0.03 -0.09 -0.25
N -3.085474 0.603652 -0.999498 0.27 0.26 0.25
N -1.814390 0.586410 -1.196076 0.01 0.20 -0.02
N -1.220434 1.381822 -0.270149 0.03 -0.22 -0.15
C -0.888362 3.129546 2.088230 -0.15 -0.07 -0.17
N -0.830492 3.739695 3.251191 0.28 0.19 0.08
N 0.493320 3.955307 3.454441 -0.05 -0.25 -0.11
N 1.192314 3.478012 2.487688 -0.42 0.17 0.06
N 0.330578 2.956788 1.564502 0.15 -0.16 0.11
H -2.914955 2.973828 2.019168 -0.03 0.01 0.02
C 1.108917 0.437819 4.409506 -0.07 0.04 0.00
C 0.021457 0.224814 3.389486 -0.16 -0.12 -0.12
N -1.248029 0.221424 3.846520 0.18 0.06 0.01
O 0.265763 0.042072 2.196165 0.02 0.08 0.10
H 0.884448 -0.082771 5.340979 0.02 0.02 -0.01
H 1.199257 1.504262 4.618099 0.00 0.06 0.00
H 2.051434 0.084505 4.001186 0.00 -0.01 -0.02
H -1.461200 0.478245 4.793245 0.00 -0.02 0.01
H -1.999438 0.072212 3.188830 0.01 -0.05 -0.04
C -3.771108 -2.276038 -2.627847 0.06 0.14 0.01
Ge -3.464020 -3.703462 -1.339980 0.00 0.02 -0.17
C -1.709526 -4.493060 -1.670496 0.13 -0.04 0.02
C -4.820655 -5.099325 -1.525904 -0.08 -0.09 -0.08
C -3.618892 -2.965643 0.462070 -0.03 0.09 0.18
Se -2.125469 -1.837258 1.031468 0.03 -0.06 -0.01
C -1.050796 -3.244289 1.829599 0.00 0.01 -0.06
H -3.399459 -2.562145 -3.613787 -0.04 -0.01 0.02
H -3.258704 -1.365232 -2.300065 -0.14 -0.20 -0.12
H -4.838448 -2.055798 -2.704860 0.08 0.02 -0.01
H -1.775469 -5.138097 -2.549372 0.04 0.03 0.02
H -1.367990 -5.100409 -0.830206 0.00 0.01 -0.06
H -0.970441 -3.714061 -1.871240 -0.02 -0.05 0.06
H -4.857517 -5.448828 -2.562022 -0.02 0.01 0.11
H -5.808784 -4.718211 -1.256661 0.06 -0.04 -0.02
H -4.589766 -5.951627 -0.883007 -0.04 0.03 -0.03
H -3.758198 -3.747324 1.210505 -0.01 0.04 0.03
H -4.502105 -2.324165 0.485369 0.02 -0.02 0.05
H -0.820212 -3.997590 1.079409 0.02 -0.01 0.04
H -1.580944 -3.696103 2.663939 0.01 -0.02 0.05
H -0.125447 -2.786896 2.175713 -0.02 0.03 0.00
```
Forces are in eV/Å.

Atomic partial charges in e from the Löwdin method, atoms 1 to 2: In 0.77; O -0.12

---

# 3
A structure of composition C25H33FGaN6O2S2Se3Te, computed with ωB97M-V/def2-TZVPD.

As for the gap between HOMO and LUMO: 0.2391 Ha. The value obtained for the energy above the lowest of the compared OMol25 structures with the same formula, charge and spin is 19.99 kcal/mol. Its molar mass is 966.91 g mol⁻¹. As for the HOMO energy: -4.3 eV. The net charge is -1.

XYZ file:
```
74
Properties=species:S:1:pos:R:3:forces:R:3
Ga 2.975003 0.068165 -0.251631 0.55 0.14 0.35
Se 2.843091 0.506583 2.383236 0.04 -0.02 -0.08
Se 5.091522 0.815626 2.988116 0.01 0.14 0.01
Te 6.326521 -0.475065 1.215609 -0.07 0.00 -0.01
Se 5.310577 0.642998 -0.768261 0.01 -0.02 0.00
N -3.849337 1.518375 -4.370300 0.04 -0.07 -0.09
C -2.483065 1.247344 -4.240005 -0.06 0.04 -0.01
C -1.539881 2.044091 -4.888934 -0.02 0.02 0.02
C -0.188658 1.766143 -4.771803 0.03 -0.08 -0.01
C 0.225213 0.671865 -4.026143 -0.25 0.08 0.05
C -0.707824 -0.137960 -3.385331 0.05 0.06 -0.11
C -2.054183 0.149123 -3.493488 -0.01 -0.03 0.03
S 1.936063 0.346670 -3.790604 -0.06 0.02 0.32
O 2.669325 1.227876 -4.652267 0.14 0.02 -0.13
O 2.118879 -1.072419 -3.909374 0.12 -0.09 -0.02
N 2.180319 0.714710 -2.214545 -0.18 0.63 -0.31
C 2.058278 2.013001 -1.817570 0.02 -0.60 -0.14
N 2.401449 2.091630 -0.516026 0.00 0.01 -0.06
C 2.517088 3.275518 0.051910 0.01 -0.12 0.40
C 2.205154 4.425746 -0.644477 -0.06 0.04 -0.14
C 1.746068 4.242263 -1.944437 -0.01 -0.10 0.00
N 1.665593 3.063108 -2.549072 0.06 0.03 0.05
H -4.074831 2.475280 -4.584602 0.01 0.03 0.02
H -4.427672 1.143696 -3.636752 0.01 0.02 0.05
H -1.871469 2.897472 -5.471590 0.01 -0.03 0.01
H 0.558433 2.391440 -5.245705 -0.06 -0.05 0.07
H -0.377869 -0.981979 -2.790578 0.00 0.06 -0.02
H -2.781631 -0.471751 -2.981424 0.02 0.02 -0.01
H 2.840308 3.268104 1.088333 0.04 -0.02 -0.01
H 2.294852 5.404046 -0.195970 -0.02 -0.03 -0.03
H 1.425541 5.095728 -2.534748 0.00 -0.01 -0.02
F 2.240520 -6.009352 0.045392 0.00 -0.01 0.01
C 2.398332 -4.659049 -0.023418 0.01 -0.04 0.03
C 1.864912 -3.981362 -1.097014 -0.02 0.13 -0.04
C 2.033351 -2.599415 -1.150840 0.04 -0.17 0.02
C 2.707871 -1.893162 -0.153647 -0.32 -0.12 -0.14
C 3.222956 -2.630657 0.912098 -0.11 -0.13 0.10
C 3.082802 -4.016176 0.984430 0.05 0.12 0.04
H 1.336313 -4.522790 -1.873197 0.03 0.04 0.03
H 1.634043 -2.078474 -2.003306 -0.04 0.11 -0.14
H 3.713897 -2.121289 1.729097 0.05 0.00 0.00
H 3.496940 -4.586869 1.807687 -0.04 0.03 -0.02
C -3.480588 1.870889 3.161520 0.04 -0.01 -0.03
C -2.728538 3.154220 2.799683 -0.02 -0.06 0.05
C -1.640927 2.986526 1.738674 -0.06 -0.05 -0.02
C -0.348172 2.333785 2.207043 0.03 -0.08 0.09
N -0.480016 0.933746 2.596736 -0.04 0.10 -0.08
C -0.445037 -0.094015 1.713316 0.13 0.12 -0.08
S -0.366221 0.155908 0.047561 -0.21 -0.15 0.16
N -0.462070 -1.311826 2.285511 0.00 -0.13 -0.09
C -0.392358 -2.581348 1.567177 -0.04 0.13 0.13
C -1.751993 -3.054608 1.071146 -0.01 -0.03 -0.01
C -2.806842 -3.199257 2.164514 0.02 -0.04 0.04
C -2.444911 -4.227646 3.235463 0.03 0.01 -0.02
H -4.336203 2.085635 3.806515 0.03 0.01 -0.02
H -2.841955 1.153230 3.678273 -0.02 0.05 -0.04
H -3.853885 1.377501 2.258952 0.02 0.03 0.05
H -2.289972 3.593654 3.704135 -0.03 0.00 -0.02
H -3.454309 3.882770 2.427726 -0.01 0.02 0.02
H -1.365178 3.972743 1.350349 -0.02 -0.02 0.00
H -2.029381 2.413605 0.892125 0.01 0.04 0.00
H 0.044705 2.859545 3.081021 0.01 0.00 -0.02
H 0.398005 2.401022 1.417727 0.05 0.00 -0.03
H -0.208588 0.714585 3.541660 0.02 0.01 0.02
H -0.347008 -1.345864 3.284927 -0.01 -0.02 0.02
H 0.051325 -3.305233 2.250848 0.01 -0.01 0.01
H 0.288512 -2.470356 0.732366 0.12 0.03 -0.13
H -1.601065 -4.018721 0.572426 -0.02 0.03 -0.01
H -2.098279 -2.348456 0.312439 0.00 -0.02 0.01
H -3.754751 -3.483409 1.700581 -0.01 0.01 0.00
H -2.972648 -2.223572 2.631988 -0.02 -0.02 -0.01
H -2.195016 -5.191369 2.781900 -0.02 0.04 0.02
H -3.271437 -4.389090 3.930837 0.02 0.02 -0.02
H -1.580025 -3.913417 3.826022 -0.03 -0.01 -0.04
```
Forces are in eV/Å.

Atomic partial charges in e from the Löwdin method, atoms 1 to 2: Ga -0.05; Se 0.05